Computed, not measured: a structure of composition C35H29BrF6GeN2O3PdSSb, with ωB97M-V/def2-TZVPD.

Cartesian coordinates (Å):
Pd -1.181 -1.318 -3.439
S 0.422 -3.154 0.257
C 0.062 -4.366 -0.911
C -0.560 -3.856 -2.000
C -0.809 -2.453 -1.892
C -0.331 -1.953 -0.733
C -0.445 0.447 -0.945
C 0.267 1.609 -0.336
C 0.220 2.793 -1.250
C -0.491 2.776 -2.401
C -1.183 1.611 -2.784
N -1.108 0.469 -2.042
H 0.364 -5.385 -0.728
H -0.838 -4.447 -2.860
H -0.199 1.883 0.624
H 0.784 3.668 -0.951
H -0.511 3.635 -3.056
H -1.770 1.560 -3.689
O -7.267 -1.870 -5.343
C -6.050 -1.546 -4.906
C -5.792 -0.509 -4.008
C -4.487 -0.278 -3.630
N -3.449 -0.993 -4.077
C -3.730 -1.977 -4.926
Br -2.200 -2.964 -5.476
C -4.981 -2.305 -5.383
H -7.951 -1.294 -4.980
H -6.593 0.108 -3.625
H -4.249 0.525 -2.943
H -5.152 -3.111 -6.081
F 0.017 0.076 -5.015
Sb 1.840 -0.519 -4.641
F 1.353 -0.401 -2.764
F 2.345 1.280 -4.432
F 3.496 -1.151 -4.038
F 2.178 -0.700 -6.449
F 1.035 -2.247 -4.528
O -3.360 -1.036 0.621
C -2.812 -0.482 1.421
O -0.327 -0.675 -0.200
C -2.272 0.372 2.443
C -1.001 -0.092 3.201
Ge 0.895 0.439 2.837
C 1.058 2.349 3.152
C -0.030 3.165 3.456
C 0.141 4.528 3.661
C 1.408 5.086 3.573
C 2.504 4.285 3.278
C 2.329 2.925 3.065
C 1.793 -0.659 4.162
C 1.661 -2.050 4.120
C 2.253 -2.839 5.095
C 2.977 -2.243 6.120
C 3.108 -0.863 6.170
C 2.519 -0.070 5.194
C 1.860 0.186 1.108
C 1.748 1.195 0.035
C 2.585 0.971 -1.160
C 3.487 -0.048 -1.232
C 3.592 -0.925 -0.155
C 2.793 -0.800 1.003
H -3.113 0.416 3.152
H -2.184 1.365 1.989
H -1.008 -1.175 3.325
H -1.098 0.323 4.205
H -1.025 2.742 3.555
H -0.710 5.153 3.898
H 1.544 6.145 3.747
H 3.494 4.719 3.224
H 3.194 2.305 2.849
H 1.100 -2.531 3.323
H 2.147 -3.915 5.057
H 3.440 -2.857 6.880
H 3.668 -0.399 6.971
H 2.628 1.007 5.245
H 2.153 2.119 0.500
H 2.473 1.657 -1.992
H 4.078 -0.202 -2.124
H 4.309 -1.736 -0.210
H 2.942 -1.497 1.819

- relative energy (zero: lowest compared OMol25 entry of this formula, charge and spin) (kJ/mol) = 51.8
- 2S+1 = 2
- charge = +2



Computed, not measured: a structure of composition C35H29BrIN6ORhS3, with ωB97M-V/def2-TZVPD.

Cartesian coordinates (Å):
Rh -0.057 0.680 -0.933
C -2.152 1.595 2.839
C -1.413 1.793 1.542
N -0.948 0.743 0.900
N -1.210 -0.482 1.479
C -0.773 -1.526 0.877
S 0.177 -1.536 -0.570
S -1.177 -3.106 1.577
C 0.303 -3.327 2.667
C 0.140 -2.571 3.951
C 0.514 -1.234 4.049
C 0.281 -0.522 5.215
C -0.311 -1.144 6.304
C -0.669 -2.482 6.223
C -0.459 -3.186 5.048
C -1.280 3.141 1.040
C -1.861 4.198 1.776
C -1.777 5.507 1.381
C -1.081 5.833 0.210
C -0.512 4.844 -0.542
C -0.597 3.478 -0.171
O -0.029 2.637 -0.971
H -2.107 0.555 3.137
H -3.197 1.882 2.716
H -1.722 2.213 3.626
H 1.171 -3.014 2.089
H 0.343 -4.402 2.832
H 0.984 -0.742 3.207
H 0.566 0.522 5.274
H -0.497 -0.587 7.213
H -1.116 -2.976 7.076
H -0.767 -4.222 4.972
H -2.397 3.979 2.687
H -2.241 6.280 1.977
H -0.980 6.868 -0.091
H 0.016 5.060 -1.461
S 1.023 0.520 -2.974
C -0.307 -0.171 -3.913
N -0.103 -0.756 -5.070
N 1.110 -0.731 -5.539
C 1.565 -1.614 -6.509
C 2.933 -1.636 -6.790
C 3.442 -2.572 -7.669
C 2.597 -3.480 -8.293
C 1.231 -3.424 -8.049
C 0.707 -2.497 -7.167
N -1.564 -0.133 -3.487
N -1.866 0.198 -2.313
C -3.217 0.293 -2.013
C -3.643 0.282 -0.683
C -4.990 0.314 -0.377
C -5.941 0.372 -1.386
C -5.526 0.405 -2.712
C -4.185 0.369 -3.029
H 1.807 -0.192 -5.029
H 3.588 -0.933 -6.289
H 4.507 -2.606 -7.854
H 3.002 -4.226 -8.964
H 0.570 -4.125 -8.541
H -0.351 -2.451 -6.954
H -2.924 0.203 0.117
H -5.300 0.283 0.660
H -6.995 0.395 -1.142
H -6.261 0.453 -3.505
H -3.843 0.397 -4.053
Br 5.712 2.675 1.702
C 5.079 1.204 2.713
C 5.696 0.931 3.926
C 5.279 -0.145 4.692
C 4.264 -0.968 4.231
C 3.652 -0.696 3.018
C 4.035 0.402 2.263
I 2.990 0.843 0.473
H 6.499 1.574 4.258
H 5.756 -0.339 5.643
H 3.936 -1.820 4.810
H 2.868 -1.346 2.655

- relative energy (zero: lowest compared OMol25 entry of this formula, charge and spin) (kJ/mol) = 187.0



Computed, not measured: a structure of composition C35H29ClIrN3O5PSTe, with ωB97M-V/def2-TZVPD.

Cartesian coordinates (Å):
Ir 0.025 -0.716 -0.312
O 0.435 2.056 2.528
C 0.105 1.712 1.403
O 0.796 0.788 0.771
C -1.059 2.403 0.729
C -1.657 3.419 1.472
C -2.731 4.143 0.977
C -3.229 3.860 -0.288
C -2.645 2.853 -1.043
C -1.565 2.123 -0.549
P -0.843 0.872 -1.630
C 0.323 1.814 -2.647
C 1.679 1.914 -2.356
C 2.486 2.760 -3.105
C 1.946 3.515 -4.133
C 0.589 3.430 -4.419
C -0.220 2.587 -3.680
C -2.080 0.210 -2.761
C -1.657 -0.198 -4.028
C -2.527 -0.882 -4.865
C -3.817 -1.171 -4.444
C -4.243 -0.772 -3.183
C -3.377 -0.092 -2.342
H -1.258 3.631 2.453
H -3.173 4.925 1.578
H -4.065 4.417 -0.690
H -3.039 2.637 -2.028
H 2.110 1.344 -1.548
H 3.542 2.827 -2.881
H 2.581 4.170 -4.714
H 0.161 4.020 -5.218
H -1.275 2.527 -3.917
H -0.654 0.026 -4.368
H -2.197 -1.180 -5.851
H -4.496 -1.699 -5.101
H -5.253 -0.983 -2.859
H -3.735 0.223 -1.368
S -2.732 -1.947 2.940
C -3.577 -0.699 2.145
C -2.866 -0.243 1.089
N -1.660 -0.881 0.900
C -1.474 -1.805 1.833
H -4.543 -0.357 2.480
H -3.178 0.561 0.441
H -0.591 -2.426 1.879
O 3.578 -1.663 0.258
N 2.420 -1.508 0.077
O 1.963 -0.869 -0.967
O 1.503 -1.909 0.857
Cl -3.625 -4.748 -1.905
C -2.120 -3.975 -2.191
C -1.316 -4.334 -3.258
C -0.129 -3.645 -3.437
C 0.216 -2.636 -2.561
N -0.563 -2.305 -1.512
C -1.716 -2.963 -1.339
H -1.618 -5.127 -3.929
H 0.530 -3.880 -4.261
H 1.128 -2.077 -2.687
H -2.348 -2.669 -0.516
C 2.215 0.376 4.397
Te 3.204 1.035 2.651
C 4.762 -0.280 3.232
C 4.464 -0.696 4.652
C 5.404 -1.400 5.398
C 5.114 -1.780 6.697
C 3.885 -1.457 7.260
C 2.947 -0.757 6.522
C 3.233 -0.376 5.214
H 1.380 -0.240 4.055
H 1.798 1.258 4.882
H 5.716 0.235 3.118
H 4.745 -1.115 2.526
H 6.364 -1.647 4.962
H 5.851 -2.319 7.276
H 3.662 -1.746 8.278
H 1.992 -0.499 6.964

- relative energy (zero: lowest compared OMol25 entry of this formula, charge and spin) (kJ/mol) = 9.0
- 2S+1 = 2
- charge = +2



Computed, not measured: a structure of composition C35H29ClMnN2O8S2, with ωB97M-V/def2-TZVPD.

Cartesian coordinates (Å):
Mn -1.349 1.907 2.247
O 0.170 2.248 4.882
Cl -0.027 0.961 4.302
O 0.708 -0.052 4.918
O 0.345 1.081 2.853
O -1.457 0.677 4.239
N -1.790 3.693 3.628
N -2.789 4.429 2.976
C -3.451 3.794 1.936
O -4.434 4.228 1.424
O -2.812 2.684 1.555
H -2.119 3.294 4.507
H -0.994 4.287 3.836
H -3.302 5.127 3.494
C -1.646 -3.909 4.977
C -0.890 -3.198 3.890
C 0.483 -3.352 3.739
C 1.175 -2.677 2.742
C 0.478 -1.866 1.867
C -0.894 -1.684 2.001
C -1.566 -2.351 3.010
S 1.390 -1.126 0.496
O 2.766 -1.670 0.562
C 0.528 -2.055 -0.811
C 0.565 -3.459 -0.634
C -0.113 -4.287 -1.470
C -0.943 -3.744 -2.480
C -1.735 -4.574 -3.307
C -2.518 -4.041 -4.290
C -2.560 -2.647 -4.472
C -1.799 -1.821 -3.693
C -0.949 -2.344 -2.687
C -0.105 -1.484 -1.887
C 0.187 -0.137 -2.487
C 0.949 -0.213 -3.720
C 1.642 -1.394 -4.094
C 2.349 -1.458 -5.261
C 2.391 -0.361 -6.143
C 1.763 0.800 -5.800
C 1.068 0.910 -4.574
C 0.506 2.145 -4.181
C -0.080 2.253 -2.966
C -0.233 1.124 -2.112
S -1.053 1.812 -0.660
O -1.347 0.773 0.429
C 0.389 2.584 0.101
C 0.135 3.736 0.847
C 1.169 4.319 1.574
C 2.442 3.761 1.573
C 3.561 4.374 2.363
C 2.665 2.604 0.819
C 1.654 2.013 0.085
H -0.981 -4.469 5.632
H -2.369 -4.605 4.546
H -2.206 -3.193 5.580
H 1.028 -4.006 4.409
H 2.247 -2.785 2.630
H -1.434 -1.040 1.318
H -2.637 -2.218 3.114
H 1.188 -3.852 0.157
H -0.036 -5.361 -1.360
H -1.703 -5.644 -3.141
H -3.115 -4.687 -4.921
H -3.212 -2.229 -5.228
H -1.872 -0.750 -3.825
H 1.647 -2.246 -3.430
H 2.883 -2.363 -5.517
H 2.937 -0.434 -7.073
H 1.797 1.664 -6.452
H 0.567 2.992 -4.853
H -0.484 3.205 -2.632
H -0.829 4.232 0.765
H 0.990 5.235 2.124
H 3.310 5.373 2.712
H 4.467 4.430 1.761
H 3.779 3.751 3.233
H 3.654 2.162 0.801
H 1.858 1.123 -0.492

- 2S+1 = 5
- charge = +1



Computed, not measured: a cluster of 7 separate species, C35H29F48NO6 in total, with ωB97M-V/def2-TZVPD.

Cartesian coordinates (Å):
F 0.351 3.123 6.436
C -0.425 2.332 5.619
F -1.593 3.011 5.433
C 0.339 2.075 4.330
F 0.377 3.221 3.550
F -0.345 1.198 3.560
C 1.791 1.615 4.591
O 1.906 0.551 5.605
C 2.233 -0.707 5.210
F 1.311 -1.255 4.399
F 3.393 -0.652 4.465
C 2.482 -1.662 6.455
F 1.398 -1.641 7.251
F 2.688 -2.954 6.090
H -0.631 1.354 6.078
H 2.286 2.456 5.068
H 2.204 1.198 3.671
H 3.373 -1.299 6.977
F -5.198 2.069 6.154
C -5.410 3.382 6.273
F -4.441 3.897 7.075
C -5.385 4.152 4.889
F -5.624 5.459 5.252
F -6.441 3.785 4.095
C -4.168 4.068 4.019
O -3.827 2.656 3.885
C -3.847 2.066 2.659
F -4.979 2.369 1.985
F -2.789 2.468 1.913
C -3.857 0.499 2.789
F -3.701 -0.167 1.579
F -2.862 0.146 3.649
H -6.406 3.554 6.698
H -3.292 4.525 4.462
H -4.472 4.510 3.069
H -4.863 0.212 3.128
F -3.020 -3.205 -1.406
C -2.199 -2.270 -1.951
F -0.928 -2.808 -1.974
C -2.677 -1.908 -3.348
F -4.004 -1.562 -3.259
F -2.655 -3.024 -4.169
C -1.814 -0.797 -3.947
O -1.635 0.261 -2.967
C -2.168 1.470 -3.230
F -1.408 2.127 -4.159
F -3.404 1.352 -3.768
C -2.136 2.282 -1.874
F -2.677 3.544 -1.906
F -2.897 1.623 -0.968
H -2.236 -1.366 -1.349
H -2.235 -0.425 -4.878
H -0.802 -1.179 -4.089
H -1.109 2.306 -1.503
F -0.521 -4.887 1.162
C -1.352 -5.628 1.994
F -0.488 -6.572 2.563
C -2.020 -4.742 3.044
F -1.075 -3.963 3.692
F -2.566 -5.444 4.070
C -2.998 -3.827 2.290
O -4.175 -4.547 1.854
C -5.344 -3.882 1.831
F -5.774 -3.745 3.115
F -5.311 -2.638 1.289
C -6.357 -4.835 1.081
F -7.604 -4.379 0.913
F -5.792 -5.011 -0.144
H -2.157 -6.097 1.427
H -2.432 -3.434 1.446
H -3.270 -2.996 2.942
H -6.363 -5.771 1.652
F 1.027 2.974 -5.094
C 1.786 3.455 -4.047
F 1.157 3.040 -2.902
C 3.199 2.892 -4.237
F 3.308 1.610 -3.767
F 4.047 3.644 -3.435
C 3.700 2.880 -5.686
O 3.471 4.127 -6.419
C 4.117 4.219 -7.584
F 5.477 4.075 -7.489
F 3.696 3.262 -8.445
C 3.952 5.611 -8.337
F 4.573 5.564 -9.556
F 2.640 5.820 -8.584
H 1.840 4.539 -4.059
H 3.152 2.024 -6.097
H 4.767 2.678 -5.594
H 4.327 6.423 -7.705
F 4.534 -3.228 -0.766
C 5.677 -2.718 -0.214
F 6.201 -3.693 0.531
C 6.694 -2.213 -1.338
F 7.335 -3.196 -1.999
F 7.708 -1.617 -0.646
C 6.139 -1.120 -2.266
O 4.823 -1.336 -2.830
C 4.709 -1.627 -4.117
F 4.961 -0.560 -4.908
F 5.631 -2.566 -4.521
C 3.190 -2.059 -4.342
F 2.436 -1.017 -3.843
F 2.811 -2.170 -5.638
H 5.484 -1.804 0.360
H 6.939 -1.065 -3.007
H 6.134 -0.255 -1.606
H 3.062 -3.022 -3.827
C 1.512 -1.818 0.113
C 1.814 -0.833 -0.824
C 0.986 0.263 -0.923
N -0.067 0.469 -0.166
C -0.310 -0.431 0.776
C 0.437 -1.603 0.957
H 2.062 -2.743 0.187
H 2.697 -0.963 -1.441
H 1.174 0.997 -1.688
H -1.141 -0.243 1.449
H 0.152 -2.301 1.732

- relative energy (zero: lowest compared OMol25 entry of this formula, charge and spin) (kJ/mol) = 0.0
- structure (SMILES) = FC(F)C(F)(F)COC(F)(F)C(F)F.FC(F)C(F)(F)COC(F)(F)C(F)F.FC(F)C(F)(F)COC(F)(F)C(F)F.FC(F)C(F)(F)COC(F)(F)C(F)F.FC(F)C(F)(F)COC(F)(F)C(F)F.FC(F)C(F)(F)COC(F)(F)C(F)F.c1ccncc1



Number 1: total energy -7702.2088 a.u.. Number 2: total energy -5931.6725 a.u.. Number 3: total energy -3463.1471 a.u.. Number 4: total energy -4469.6345 a.u.. Number 5: total energy -6650.8906 a.u..